Entry 1:
The following is a DFT calculation (ωB97M-V with the def2-TZVPD basis set) of a structure of composition C17H22Cl4OW.

Results
- charge = -2
- DFT total energy (Eh) = -2644.041913
- spin multiplicity = 3
- Kohn-Sham gap (alpha / beta) (eV) = 5.119 / 5.033
- HOMO energy (alpha / beta) (hartree) = -0.0146 / -0.0116
- energy relative to the best compared isomer or geometry (same formula, charge and spin) (eV) = 0.000
- ⟨S²⟩ = 2.072

Geometry (Å):
W  -0.477520  0.530422  0.108576
Cl  2.683960  -2.572458  -2.395019
Cl  0.866505  1.909523  -1.231456
Cl  2.211345  4.485694  0.696525
Cl  0.820508  0.668074  2.031480
O  -0.069403  -1.046599  -1.980096
C  5.829318  -2.676445  0.014345
C  -2.989299  -0.942852  2.008678
C  4.163358  -1.292953  1.108248
C  -2.073042  2.032881  2.554349
C  3.294170  -1.533973  0.009475
C  1.992870  -1.037162  -0.162395
C  5.431969  -1.873172  1.110275
C  -2.253955  1.074334  -1.093581
C  3.735141  -2.332003  -1.084665
C  4.982041  -2.912521  -1.095660
C  -2.256483  1.327244  -2.556015
C  -1.660934  3.484521  -0.226400
C  -2.581267  -0.178865  -0.455256
C  -2.008444  2.049253  -0.052541
C  -3.106833  -1.400624  -1.138513
C  -2.524838  0.016518  0.964371
C  -2.168158  1.390524  1.215661
H  -3.018553  -1.970987  1.637078
H  -1.888564  1.298700  3.346893
H  6.814890  -3.149705  -0.019892
H  -0.855050  3.804329  0.450787
H  -4.003696  -0.702087  2.357851
H  6.137894  -1.726659  1.946834
H  3.817082  -0.665862  1.933277
H  -1.323038  3.692056  -1.245087
H  1.837121  -0.149171  -0.796976
H  -2.678849  -1.498874  -2.138645
H  1.127151  -1.652037  0.116763
H  -2.861277  -2.311913  -0.580705
H  -4.202440  -1.384511  -1.244202
H  5.253176  -3.526813  -1.961278
H  -2.551030  4.086239  -0.019432
H  -3.212993  1.763991  -2.869656
H  -1.463478  2.025287  -2.837213
H  -3.021953  2.534060  2.774926
H  -0.028835  -1.916912  -1.551694
H  -2.340740  -0.909089  2.888949
H  -1.281113  2.787856  2.579633
H  -2.096713  0.402742  -3.118594

Atoms 1-6, force components in eV/Å:
1.05 -1.82 -2.85
-0.42 -0.25 -0.78
0.76 0.24 -0.65
0.05 0.42 0.24
0.26 0.27 0.82
-0.89 0.88 1.52


Entry 2:
The following is a DFT calculation (ωB97M-V with the def2-TZVPD basis set) of a structure of composition C44H102N6O22.

Results
- DFT total energy (Eh) = -3720.975090
- Kohn-Sham gap (eV) = 2.553
- HOMO energy (hartree) = -0.1458

Geometry (Å):
O  -8.663229  -2.328365  1.739973
O  -7.032913  -1.708979  3.165675
O  -7.399912  8.051360  -2.187638
O  -8.197528  2.737875  7.187652
O  -8.246494  6.274584  -1.222759
O  -8.546982  6.174405  3.967754
O  -11.840521  0.188633  0.960726
O  -8.885343  3.850738  -0.115599
O  -4.616886  0.997326  4.413230
O  -7.144853  -3.806507  2.532927
O  -7.793308  7.227816  2.112704
O  -4.056150  -0.218438  6.254471
O  -7.326792  4.302588  5.803289
O  -0.802395  7.149455  4.877242
O  -5.934497  1.032625  6.034193
O  -12.723805  3.255136  -5.329838
O  -9.020507  4.868594  6.974249
O  -13.492692  -1.278495  1.028761
O  -6.545449  6.792928  4.041102
O  -12.371711  -0.640937  2.933803
O  -9.206394  6.867213  -3.045620
O  -7.937797  -1.778955  -4.875262
N  -4.280088  6.108076  -4.364066
N  -8.331088  2.031079  2.463404
N  -12.314596  4.634529  -2.335966
N  -9.587222  -2.104387  -2.096144
N  -14.861293  3.173617  4.275499
N  -2.778500  4.767555  4.871053
C  -2.969763  6.243642  4.444238
C  -11.089624  4.099906  -3.011976
C  -4.851485  0.492519  5.624772
C  -9.028719  1.145957  3.554362
C  -2.378967  4.437576  -4.674638
C  -15.425917  -0.615640  5.335263
C  -14.656975  0.723127  5.243755
C  -12.200406  4.748874  4.245785
C  -8.236766  3.967545  6.615265
C  -8.486256  4.288305  1.179972
C  -5.238180  4.807800  -2.327717
C  -7.604772  6.778033  3.378227
C  -8.307582  1.116547  1.229201
C  -3.295858  7.258352  -4.710415
C  -5.219084  4.598452  -0.782911
C  -15.858486  4.051169  3.570888
C  -14.355466  3.876555  5.524482
C  -5.621463  6.476285  -4.998272
C  -13.650097  2.925914  3.275141
C  -12.253882  6.136948  -2.199524
C  -13.551634  4.224700  -4.704241
C  -1.758346  6.948064  3.860780
C  -9.435283  -0.640402  -1.748406
C  -6.855500  2.214745  2.819688
C  -2.195451  3.896430  3.834652
C  -1.450023  5.598324  -4.779111
C  -8.370819  7.087489  -2.156074
C  -1.903083  6.881943  -4.105797
C  -10.583727  -2.745249  -1.121975
C  -7.555997  -2.639702  2.479862
C  -9.280918  -1.385809  -4.628509
C  -9.097721  3.330741  2.213608
C  -13.586177  4.261642  -3.154297
C  -12.749744  4.175272  2.967055
C  -9.967215  -2.241079  -3.590192
C  -3.805323  4.837806  -5.139121
C  -8.195862  -2.771854  -1.983009
C  -13.404563  5.016928  5.166189
C  -4.607696  6.070334  -2.829265
C  -15.519730  1.816663  4.603338
C  -1.891602  4.661707  6.137410
C  -4.141926  4.206079  5.250315
C  -12.372506  3.976735  -0.967785
C  -12.515154  -0.576828  1.716483
H  -8.626467  -0.179392  -2.312261
H  -1.223143  7.661619  -4.450336
H  -13.983007  3.275582  -2.901776
H  -9.094880  5.187934  1.297609
H  -9.005870  1.685226  4.502108
H  -7.572323  2.139247  6.759748
H  -3.406287  6.832252  5.249359
H  -6.275780  4.753948  -2.667416
H  -11.512707  4.094116  -0.308881
H  -13.297021  5.204409  -5.108945
H  -11.422675  6.598272  -1.665929
H  -8.193683  -3.745245  -2.467143
H  -0.548553  5.180611  -4.329162
H  -14.609099  4.112493  -4.955595
H  -2.254303  2.877512  4.213049
H  -1.979808  3.648129  6.520501
H  -16.434683  -0.563051  5.746622
H  -4.267949  4.843628  -0.305887
H  -4.111003  3.151716  5.527476
H  -13.203677  6.396047  -1.733391
H  -13.230878  4.377217  -0.425086
H  -16.260302  3.505856  2.720009
H  0.016075  6.707437  4.637267
H  -3.731763  5.200407  -6.163069
H  -3.307079  7.265169  -5.798325
H  -4.792672  3.967243  -2.864612
H  -5.889158  7.501972  -4.747432
H  -15.165498  4.360259  6.068007
H  -10.228942  4.511511  -2.484674
H  -12.990026  2.284848  3.857338
H  -7.591370  0.297500  1.266387
H  -3.710973  6.324726  3.645273
H  -13.794165  3.178442  6.144116
H  -13.388117  4.729318  2.275191
H  -14.357782  1.014541  6.251025
H  -11.642810  5.645480  3.969795
H  -4.786052  4.529725  4.436376
H  -9.877877  -3.292318  -3.857366
H  -7.193650  7.660678  -1.310752
H  -11.158375  3.019487  -2.910739
H  -15.430814  4.989256  3.216162
H  -6.326676  2.615517  1.959614
H  -1.969882  3.736803  -5.404134
H  -8.618549  -1.403691  2.038250
H  -14.100611  5.817316  4.902962
H  -8.023965  1.757083  0.392890
H  -11.103604  4.577203  -3.988997
H  -15.981379  1.443839  3.689824
H  -7.384561  -1.010701  -4.712695
H  -11.457015  4.124652  4.743513
H  -1.387223  6.443014  2.965630
H  -7.886561  -2.876823  -0.942131
H  -16.597269  4.470532  4.254277
H  -11.019709  -1.952786  -3.564807
H  -5.455875  3.553851  -0.591594
H  -5.414698  1.361578  4.935085
H  -10.047923  0.840146  3.314256
H  -1.963036  6.862281  -3.019910
H  -8.712976  4.593739  -0.702008
H  -6.529257  1.250988  3.210112
H  -7.466012  4.622023  1.365977
H  -12.606130  2.915630  -1.055249
H  -16.248661  2.194949  5.322400
H  -11.869408  3.858645  2.404880
H  -10.007696  2.953312  1.742275
H  -2.493548  3.950271  -3.705927
H  -9.361554  0.838377  1.170905
H  -0.903499  5.057801  5.916137
H  -3.712096  8.117816  -4.188438
H  -6.373967  5.774010  -4.646849
H  -1.421465  5.884835  -5.831933
H  -14.154657  2.481234  2.419940
H  -13.744703  0.583645  4.662824
H  -14.322675  4.923110  -2.698985
H  -9.811330  -1.607399  -5.558992
H  -2.231793  5.385963  6.876938
H  -3.583087  6.020822  -2.459037
H  -12.919049  2.413114  -4.904813
H  -5.557048  6.465045  -6.086160
H  -12.159887  6.671951  -3.145261
H  -2.756058  4.019033  2.908762
H  -10.175671  -2.724999  -0.111927
H  -11.608617  -2.392012  -1.235535
H  -15.602015  -1.034082  4.341754
H  -7.484448  -2.095899  -2.450768
H  -5.906817  5.286203  -0.291071
H  -13.058993  5.330177  6.154203
H  -6.942902  7.398311  1.697502
H  -6.840951  2.795465  3.748626
H  -4.449275  3.972895  -4.999818
H  -10.391812  -0.140635  -1.893102
H  -10.755355  -3.756663  -1.496353
H  -9.173084  -0.544434  -0.695269
H  -1.168641  4.225868  3.675688
H  -4.413544  4.602034  6.228955
H  -2.021021  7.949809  3.513819
H  -14.810461  -1.358841  5.838655
H  -9.377553  -0.301112  -4.567755
H  -13.206240  -0.932887  0.171957
H  -9.301170  3.749728  3.198966
H  -5.056817  7.044710  -2.647255
H  -8.454077  0.230770  3.715235

Atoms 1-6, force components in eV/Å:
-0.55 1.12 -0.81
-1.38 0.99 -1.38
-0.57 -0.37 0.55
-1.39 -0.83 0.63
0.97 -0.39 2.18
-1.74 1.11 -2.92


| no. | molar mass (g mol⁻¹) |
| --- | --- |
| 1 | 568.0 |
| 2 | 1067.3 |